1.
{
  "formula": "C4H5NO",
  "method": "ωB97M-V with the def2-TZVPD basis set",
  "mol_weight_g_mol": 83.1,
  "total_energy_ev": -7764.5222,
  "homo_lumo_gap_ev": 11.72,
  "homo_energy_ev": -10.91,
  "relative_energy_ev": 2.0043,
  "smiles": "N#CC[C@H]1CO1",
  "lumo_ev": 0.820,
  "elements": ["N", "C", "C", "C", "C", "O", "H", "H", "H", "H", "H"],
  "positions_angstrom": [[3.24894, -0.33308, 0.54216], [2.14870, -0.40660, 0.17915], [0.76765, -0.58089, -0.29932], [-0.32773, 0.25300, 0.41393], [-1.58551, 0.77131, -0.18674], [-1.51589, -0.52284, 0.38327], [0.50474, -1.62685, -0.08107], [0.77293, -0.52452, -1.39422], [0.00865, 0.69741, 1.36001], [-2.31577, 1.35871, 0.37896], [-1.66646, 0.92903, -1.26799]],
  "nbo_charge": [-0.317, 0.280, -0.543, 0.062, -0.104, -0.484, 0.273, 0.258, 0.197, 0.195, 0.183]
}


2.
{
  "formula": "C4H5NO",
  "method": "ωB97M-V with the def2-TZVPD basis set",
  "mol_weight_g_mol": 83.1,
  "total_energy_ev": -7765.0729,
  "homo_lumo_gap_ev": 11.55,
  "homo_energy_ev": -10.74,
  "relative_energy_ev": 1.4536,
  "smiles": "N#C[C@@H]1C[C@@H]1O",
  "lumo_ev": 0.803,
  "elements": ["O", "C", "C", "C", "C", "N", "H", "H", "H", "H", "H"],
  "positions_angstrom": [[-1.25331, -1.14787, 0.41133], [0.08266, -0.91518, 0.10808], [0.29861, -0.20887, -1.18975], [0.58381, 0.51434, 0.11255], [-0.23633, 1.50430, 0.76542], [-0.85828, 2.23038, 1.41988], [-1.57736, -0.47625, 1.02587], [0.76281, -1.67071, 0.49813], [1.16780, -0.37946, -1.81817], [-0.62539, -0.02135, -1.72601], [1.64111, 0.64271, 0.32267]],
  "nbo_charge": [-0.697, 0.119, -0.405, -0.382, 0.274, -0.321, 0.486, 0.193, 0.229, 0.244, 0.260]
}


3.
{
  "formula": "C4H5NO",
  "method": "ωB97M-V with the def2-TZVPD basis set",
  "mol_weight_g_mol": 83.1,
  "total_energy_ev": -7762.2103,
  "homo_lumo_gap_ev": 8.34,
  "homo_energy_ev": -9.32,
  "relative_energy_ev": 4.3161,
  "lumo_ev": -0.973,
  "elements": ["C", "C", "C", "O", "C", "N", "H", "H", "H", "H", "H"],
  "positions_angstrom": [[0.62694, 1.34041, -0.26765], [-0.24246, 0.40135, 0.11921], [0.00370, -1.05034, 0.02749], [-1.13386, -1.54732, 0.52711], [-1.97936, -0.49139, 0.90006], [-1.50848, 0.66724, 0.70720], [2.90023, -0.88053, -1.35858], [0.49720, 2.38705, -0.05033], [1.50246, 1.12601, -0.85524], [2.26516, -1.17548, -1.07754], [-2.93154, -0.77701, 1.32827]],
  "nbo_charge": [-0.179, -0.120, 0.243, -0.473, 0.351, -0.437, -0.044, 0.208, 0.221, 0.026, 0.203]
}


4.
{
  "formula": "C4H5NO",
  "method": "ωB97M-V with the def2-TZVPD basis set",
  "mol_weight_g_mol": 83.1,
  "total_energy_ev": -7763.0507,
  "homo_lumo_gap_ev": 10.19,
  "homo_energy_ev": -9.37,
  "relative_energy_ev": 3.4758,
  "smiles": "[H]/N=C1\\[C@H]2CO[C@@H]12",
  "lumo_ev": 0.817,
  "elements": ["N", "C", "C", "C", "C", "O", "H", "H", "H", "H", "H"],
  "positions_angstrom": [[-1.62965, -1.30683, 0.98053], [-0.59220, -0.68755, 0.62528], [0.54990, 0.14354, 0.97965], [0.37625, -0.42420, -0.45178], [0.24299, 1.04283, -0.83920], [0.35103, 1.48164, 0.53618], [1.31700, -0.06393, 1.71936], [0.98193, -1.16868, -0.95951], [-1.97897, -1.77678, 0.14042], [1.08607, 1.41306, -1.42984], [-0.70434, 1.34692, -1.30108]],
  "nbo_charge": [-0.555, 0.271, 0.054, -0.365, -0.047, -0.501, 0.209, 0.233, 0.336, 0.185, 0.182]
}


5.
{
  "formula": "C4H5NO",
  "method": "ωB97M-V with the def2-TZVPD basis set",
  "mol_weight_g_mol": 83.1,
  "total_energy_ev": -7761.9415,
  "homo_lumo_gap_ev": [9.05, 9.05],
  "homo_energy_ev": [-9.18, -9.19],
  "relative_energy_ev": 4.5850,
  "smiles": "C=C=C(C)N=O",
  "lumo_ev": [-0.132, -0.133],
  "elements": ["C", "C", "N", "O", "C", "C", "H", "H", "H", "H", "H"],
  "positions_angstrom": [[-1.15722, -1.11162, 0.17838], [-0.25172, -0.15517, -0.53648], [-0.74672, 1.06580, -1.19000], [-1.55434, 1.59805, -0.46962], [1.02013, 0.04480, -0.30119], [2.03863, 0.66627, 0.21983], [-1.48792, -1.95980, -0.42826], [-0.64219, -1.51290, 1.05417], [-2.04361, -0.56237, 0.50699], [1.73766, 1.39814, 0.97136], [3.08730, 0.52880, -0.00517]],
  "nbo_charge": [-0.649, -0.022, 0.163, -0.296, 0.101, -0.455, 0.229, 0.230, 0.242, 0.227, 0.229]
}


6.
{
  "formula": "C4H5NO",
  "method": "ωB97M-V with the def2-TZVPD basis set",
  "mol_weight_g_mol": 83.1,
  "total_energy_ev": -7764.9236,
  "homo_lumo_gap_ev": 10.01,
  "homo_energy_ev": -9.10,
  "relative_energy_ev": 1.6029,
  "smiles": "O=C1CC=CN1",
  "lumo_ev": 0.906,
  "elements": ["O", "C", "C", "C", "C", "N", "H", "H", "H", "H", "H"],
  "positions_angstrom": [[1.83073, 0.79926, -0.89954], [1.10153, 0.17568, -0.18853], [0.17792, 0.71599, 0.87453], [-1.02521, 0.38782, 0.00729], [-0.80229, -0.77345, -0.62963], [0.56932, -1.16673, -0.54344], [0.32615, 1.76326, 1.13261], [0.17645, 0.09458, 1.78024], [-1.70373, 1.15604, -0.32885], [-1.45661, -1.26624, -1.34288], [0.80574, -1.88621, 0.13818]],
  "nbo_charge": [-0.503, 0.713, -0.549, -0.238, -0.004, -0.699, 0.237, 0.227, 0.227, 0.210, 0.380]
}


7.
{
  "formula": "C4H5NO",
  "method": "ωB97M-V with the def2-TZVPD basis set",
  "mol_weight_g_mol": 83.1,
  "total_energy_ev": -7760.5340,
  "homo_lumo_gap_ev": 10.05,
  "homo_energy_ev": -9.29,
  "relative_energy_ev": 5.9925,
  "lumo_ev": 0.761,
  "elements": ["C", "C", "N", "O", "C", "C", "H", "H", "H", "H", "H"],
  "positions_angstrom": [[-0.96628, -1.00811, 0.24080], [0.27043, -0.24421, 0.56615], [0.40400, 1.13468, 0.34376], [-0.56889, 1.54678, -0.61719], [1.59757, -0.75544, 0.79940], [1.61584, 0.25341, -0.13689], [-1.17652, -0.98498, -0.83254], [-0.83025, -2.03933, 0.56761], [-1.82034, -0.55376, 0.75141], [-0.71956, 2.47255, -0.37221], [2.05669, 0.39098, -1.12150]],
  "nbo_charge": [-0.660, 0.170, -0.129, -0.594, -0.135, -0.100, 0.247, 0.245, 0.240, 0.482, 0.233]
}


8.
{
  "formula": "C4H5NO",
  "method": "ωB97M-V with the def2-TZVPD basis set",
  "mol_weight_g_mol": 83.1,
  "total_energy_ev": -7761.4496,
  "homo_lumo_gap_ev": 8.23,
  "homo_energy_ev": -7.69,
  "relative_energy_ev": 5.0769,
  "lumo_ev": 0.536,
  "elements": ["O", "C", "C", "C", "N", "C", "H", "H", "H", "H", "H"],
  "positions_angstrom": [[0.27418, 2.39012, 0.15183], [0.24165, 1.20301, 0.01422], [-0.16172, 0.30020, -1.18668], [-0.96359, -0.56538, 0.80916], [0.11649, -0.90760, -0.19771], [0.42105, 0.02793, 0.90780], [-1.21183, 0.50660, -1.50527], [0.49565, 0.30744, -2.05070], [-1.12036, -1.33764, 1.55394], [0.71497, -1.76448, -0.14946], [1.19351, -0.16020, 1.65287]],
  "nbo_charge": [-0.514, 0.583, -0.283, -0.433, -0.426, -0.228, 0.260, 0.212, 0.172, 0.433, 0.223]
}


9.
{
  "formula": "C4H5NO",
  "method": "ωB97M-V with the def2-TZVPD basis set",
  "mol_weight_g_mol": 83.1,
  "total_energy_ev": -7765.2565,
  "homo_lumo_gap_ev": 9.87,
  "homo_energy_ev": -9.22,
  "relative_energy_ev": 1.2700,
  "smiles": "O=C1C=CCN1",
  "lumo_ev": 0.658,
  "elements": ["O", "C", "N", "C", "C", "C", "H", "H", "H", "H", "H"],
  "positions_angstrom": [[-1.55367, -1.17152, 1.28008], [-1.00545, -0.57698, 0.37294], [-0.71263, 0.72550, 0.59009], [0.55417, 0.93766, 0.00867], [0.75529, -0.19436, -0.92724], [-0.19489, -1.10601, -0.71436], [-1.01877, 1.19306, 1.43186], [1.19808, 0.57930, 1.05620], [0.68774, 1.95768, -0.36597], [1.59071, -0.24706, -1.60893], [-0.30058, -2.09727, -1.12333]],
  "nbo_charge": [-0.614, 0.603, -0.607, -0.243, -0.150, -0.287, 0.412, 0.201, 0.222, 0.225, 0.239]
}


10.
{
  "formula": "C4H5NO",
  "method": "ωB97M-V with the def2-TZVPD basis set",
  "mol_weight_g_mol": 83.1,
  "total_energy_ev": -7764.7716,
  "homo_lumo_gap_ev": 11.92,
  "homo_energy_ev": -11.07,
  "relative_energy_ev": 1.7549,
  "smiles": "N#CC[C@H]1CO1",
  "lumo_ev": 0.849,
  "elements": ["N", "C", "C", "C", "C", "O", "H", "H", "H", "H", "H"],
  "positions_angstrom": [[-2.24007, -0.80686, 1.92652], [-1.25112, -0.34330, 1.54801], [-0.00290, 0.21065, 1.02420], [0.40869, -0.45638, -0.27895], [0.34750, 0.27924, -1.53467], [1.57216, 0.12512, -0.82875], [0.77268, 0.14104, 1.80011], [-0.13511, 1.27985, 0.82410], [0.20197, -1.50574, -0.45549], [0.33650, -0.28817, -2.46406], [-0.17810, 1.22818, -1.52315]],
  "nbo_charge": [-0.314, 0.281, -0.535, 0.055, -0.105, -0.470, 0.264, 0.254, 0.198, 0.191, 0.180]
}


11.
{
  "formula": "C4H5NO2",
  "method": "ωB97M-V with the def2-TZVPD basis set",
  "mol_weight_g_mol": 99.1,
  "total_energy_ev": -9812.7053,
  "homo_lumo_gap_ev": 10.83,
  "homo_energy_ev": -9.99,
  "relative_energy_ev": 1.6095,
  "smiles": "O=C[C@H]1CN=CO1",
  "lumo_ev": 0.840,
  "elements": ["O", "C", "C", "C", "N", "C", "O", "H", "H", "H", "H", "H"],
  "positions_angstrom": [[-2.65784, 0.62534, 0.04326], [-1.65918, -0.03722, 0.15444], [-0.42573, 0.13934, -0.66568], [0.50945, 0.79068, 0.48674], [1.67778, -0.06950, 0.50349], [1.43820, -1.02797, -0.28134], [0.26076, -1.08211, -0.95451], [-1.43021, -0.68486, 1.02366], [-0.64999, 0.60273, -1.64246], [0.75634, 1.84102, 0.33271], [0.05975, 0.74073, 1.50339], [2.12067, -1.83819, -0.50370]],
  "nbo_charge": [-0.504, 0.422, -0.048, -0.265, -0.458, 0.382, -0.484, 0.105, 0.220, 0.225, 0.210, 0.194]
}


12.
{
  "formula": "C4H5NO2",
  "method": "ωB97M-V with the def2-TZVPD basis set",
  "mol_weight_g_mol": 99.1,
  "total_energy_ev": -9810.5241,
  "homo_lumo_gap_ev": [8.12, 8.12],
  "homo_energy_ev": [-9.65, -9.65],
  "relative_energy_ev": 3.7907,
  "lumo_ev": [-1.526, -1.527],
  "elements": ["O", "C", "C", "C", "N", "C", "O", "H", "H", "H", "H", "H"],
  "positions_angstrom": [[-0.79777, -1.15716, -2.39262], [-0.03832, -0.75727, -1.54311], [-0.47106, -0.67738, -0.12118], [0.41009, -0.62989, 1.01249], [-0.10866, 0.69854, 1.43175], [-0.05976, 1.64271, 0.51305], [-0.10812, 1.51602, -0.72698], [1.02093, -0.52048, -1.74387], [-1.53522, -0.81115, 0.05469], [1.47709, -0.62557, 0.76428], [0.19418, -1.33451, 1.81589], [0.01662, 2.65614, 0.93561]],
  "nbo_charge": [-0.491, 0.376, 0.068, -0.332, -0.489, 0.463, -0.609, 0.137, 0.234, 0.213, 0.248, 0.181]
}